{"formula": "C6H10O", "method": "ωB97M-V/def2-TZVPD", "symbols": ["C", "C", "C", "C", "C", "C", "O", "H", "H", "H", "H", "H", "H", "H", "H", "H", "H"], "xyz": [[-1.92, -0.61, -1.52], [-1.04, -0.75, -0.52], [-0.78, -2.07, 0.18], [-0.44, 0.55, -0.03], [0.85, 0.81, -0.01], [1.61, 1.94, 0.65], [2.71, 1.45, 1.40], [-2.43, -1.45, -1.97], [-2.25, 0.38, -1.82], [-1.25, -2.86, -0.42], [0.25, -2.33, 0.39], [-1.50, -1.97, 1.00], [-1.15, 1.24, 0.41], [1.57, 0.13, -0.47], [2.05, 2.60, -0.11], [0.95, 2.44, 1.35], [2.77, 0.50, 1.47]], "lowdin_charge": [0.030, -0.359, -0.049, -0.086, -0.093, -0.253, -0.073, 0.059, 0.062, 0.073, 0.071, 0.087, 0.116, 0.120, 0.115, 0.114, 0.067], "homo_lumo_gap_ha": 0.3717, "e_tot_ha": -309.784688, "homo_energy_ha": -0.337, "lumo_ev": 0.9, "spin_multiplicity": 1, "smiles": "C=C(C)/C=C/CO"}